# C6H7BrClN2

2 unconnected molecules or ions with the total composition C6H7BrClN2 (ωB97M-V with the def2-TZVPD basis set, the Open Molecules 2025 dataset).

```
17
Properties=species:S:1:pos:R:3:forces:R:3
C 0.327100 -0.775605 -0.055311 0.467 0.533 0.006
C 0.359388 0.580524 -0.056330 3.161 2.853 0.127
C -1.739456 -0.045217 0.013848 -0.428 0.049 0.022
C 3.063449 1.799294 -0.029366 0.461 0.270 0.028
C 1.825144 2.189710 -0.010067 -2.586 -3.829 -0.156
C -1.509116 -2.495271 0.032345 -0.472 -0.852 0.116
N -0.993961 -1.153279 -0.013059 -0.412 1.053 -0.031
N -0.923585 1.019450 -0.010846 -0.438 -0.537 0.005
Cl 0.969257 3.591897 0.043190 -0.227 0.681 0.028
Br -3.593873 0.008521 0.082631 0.429 0.004 -0.016
H 1.124790 -1.486287 -0.071416 0.126 -0.223 -0.019
H 3.861953 2.531198 -0.000127 -0.049 0.135 -0.003
H 3.361102 0.768290 -0.068547 -0.148 -0.218 -0.013
H -0.712135 -3.197833 -0.193950 0.023 0.087 -0.023
H -1.906238 -2.713589 1.026021 0.079 0.036 -0.083
H -2.312173 -2.613917 -0.695972 0.129 0.019 0.018
H -1.201649 1.992121 0.006949 -0.116 -0.063 -0.008
```
Positions in Å, forces in eV/Å.

Results
Net charge: +1
Energy above the lowest of the compared OMol25 structures with the same formula, charge and spin (kJ/mol): 14.0
Frontier orbital gap (eV): 9.94
LUMO (eV): -3.46
HOMO (eV): -13.391
Spin multiplicity: 1